1.
91
Properties=species:S:1:pos:R:3:forces:R:3:lowdin_charge:R:1 method="wB97M-V/def2-TZVPD" lumo_ha=-0.02834 total_energy_ev=-63512.0740 e_above_lowest_kj_mol=42.2 homo_lumo_gap_ev=6.34
C 6.052690 -1.759447 -4.202746 -0.531 1.125 -1.655 -0.030
C 4.930762 -0.607912 -4.380750 3.643 -0.558 2.139 -0.170
N 3.654739 -1.149633 -4.261302 -4.980 -1.202 2.670 -0.096
C 2.923761 -1.646973 -5.281149 -2.436 -0.749 0.641 -0.005
C 1.648708 -2.061344 -4.768780 2.577 0.603 -1.059 0.016
N 1.630598 -1.820677 -3.413802 3.690 1.403 -1.523 -0.067
C 2.861996 -1.242616 -3.099840 -0.083 -0.694 -2.254 0.082
C 0.586990 -2.131425 -2.468921 0.119 -0.619 1.582 0.020
H 6.109095 -2.353398 -3.290527 -0.840 0.254 0.064 0.077
H 7.050910 -1.334319 -4.307292 -0.110 0.300 -0.117 0.071
H 5.895526 -2.379047 -5.085640 0.254 -0.537 0.240 0.064
H 5.037701 -0.050423 -5.311266 0.060 -0.190 0.116 0.136
H 5.094370 0.042007 -3.521134 -0.206 0.497 -0.311 0.123
H 3.377027 -1.625121 -6.261201 -0.521 -0.241 -0.106 0.135
H 0.857159 -2.540267 -5.325996 -0.074 0.169 0.318 0.130
H 3.263288 -0.965749 -2.136146 -0.460 0.066 0.217 0.152
H 0.903611 -3.002460 -1.895214 0.065 -0.120 -0.016 0.113
H -0.379462 -2.408069 -2.890268 0.212 0.695 -0.317 0.115
H 0.568279 -1.339868 -1.719801 -0.575 0.033 -0.312 0.081
O -0.745293 0.489551 0.188872 1.225 0.038 -0.167 -0.315
H -0.158139 0.567805 -0.588090 0.291 -0.926 1.166 -0.015
C 4.004668 0.559017 0.567667 -0.018 -1.305 0.914 -0.015
C 2.707384 0.108765 0.399852 0.233 -0.570 -0.362 -0.024
C 2.332281 -1.149735 0.885006 0.609 0.239 -0.599 -0.358
C 3.230960 -2.026584 1.439180 0.871 -0.040 0.730 -0.010
C 4.513796 -1.591056 1.669739 0.991 1.696 -0.244 -0.006
C 4.876987 -0.279466 1.287269 -0.463 0.007 -0.567 -0.314
O 6.124267 0.202563 1.558269 0.493 -0.384 0.169 0.035
O 1.095149 -1.591223 0.694181 -0.986 -0.755 -0.098 0.033
H 4.348100 1.519957 0.214051 -0.075 0.154 -0.084 0.103
H 2.002062 0.631504 -0.229166 -0.101 0.342 0.241 0.088
H 2.980770 -3.014840 1.795754 -0.483 0.003 -0.203 0.124
H 5.258269 -2.195008 2.167126 -0.001 -0.098 0.015 0.116
H 6.212949 1.013931 1.052874 0.240 0.144 0.137 0.091
H 0.548018 -0.804387 0.638069 -1.266 0.519 -0.156 0.029
C -5.322857 1.506433 0.339357 1.734 0.549 1.000 -0.036
C -3.941216 1.575732 0.260124 0.444 0.754 -0.104 0.003
C -3.188791 2.761043 0.621802 -0.104 -1.395 -0.854 -0.307
C -3.851949 3.844506 1.107978 -2.365 -0.436 0.043 -0.016
C -5.261738 3.722196 1.295920 0.992 -0.236 0.699 -0.006
C -5.957594 2.541179 1.006667 -1.387 0.748 -0.995 -0.304
O -7.352158 2.438490 1.171464 0.723 0.756 0.456 0.004
O -1.839046 2.878302 0.447345 -0.984 0.335 0.289 0.019
H -5.759706 0.581506 -0.007157 -0.518 0.087 0.173 0.114
H -3.545713 0.642240 -0.112131 1.006 0.290 -0.204 0.097
H -3.357194 4.780101 1.323083 0.112 -0.099 0.110 0.115
H -5.663188 4.561716 1.844056 -0.827 -0.100 -0.247 0.104
H -7.684071 1.812354 0.523866 0.083 -0.087 0.026 0.084
H -1.542012 1.971079 0.345753 0.900 -0.890 0.159 -0.001
C 2.223930 2.251245 -3.952284 -0.633 -1.106 0.391 -0.013
C 0.880756 1.876668 -3.687939 0.849 -0.277 -1.051 -0.014
C 0.344761 2.125046 -2.471548 0.679 0.752 3.236 -0.336
C 1.166157 2.718244 -1.478501 1.152 0.509 -0.099 0.015
C 2.502755 3.137230 -1.714331 -3.502 -1.600 0.581 -0.009
C 2.997793 2.799233 -2.947968 -0.146 0.761 -0.281 -0.384
O 4.291499 3.153927 -3.150961 1.048 0.155 -0.803 0.028
O -0.883240 1.732351 -2.061721 -0.297 0.139 -2.828 0.036
H 2.723031 1.934998 -4.856317 -0.110 0.265 -0.297 0.105
H 0.245780 1.293335 -4.338269 0.228 0.125 -0.634 0.118
H 0.773058 2.749464 -0.473060 -0.200 0.448 0.118 0.118
H 3.074322 3.575954 -0.909830 0.198 0.025 -0.065 0.120
H 4.364335 3.937439 -2.601046 0.762 0.128 -0.102 0.098
H -0.889257 1.470773 -1.138065 -0.700 0.500 0.462 -0.002
C -0.567078 1.019574 5.157073 -0.118 -1.324 -0.460 -0.018
C -1.634964 0.784939 6.024942 -0.499 -0.061 0.230 -0.017
C -2.904181 0.482337 5.530236 -0.425 1.040 -0.003 -0.326
C -3.131764 0.442372 4.169909 0.661 -0.702 -0.823 -0.009
C -2.075333 0.588126 3.278097 0.490 -0.134 1.171 -0.007
C -0.785983 0.812371 3.806602 -0.125 0.492 -2.193 -0.275
O 0.275273 0.854834 2.889227 -0.342 0.051 1.888 0.017
O -4.028406 0.231429 6.321959 0.500 -0.641 0.589 -0.001
H 0.472263 1.038953 5.449963 -0.030 0.446 0.441 0.114
H -1.505675 0.784329 7.097179 0.133 0.125 0.110 0.109
H -4.092601 0.087776 3.827163 -0.208 0.325 -0.114 0.123
H -2.183726 0.398411 2.220425 -0.166 0.178 -0.034 0.087
H -0.091505 0.762034 2.006927 -0.299 0.067 -0.750 0.026
H -4.521651 1.011958 6.584793 0.345 0.282 -0.216 0.098
C -4.353025 -3.803287 1.175582 -0.193 1.334 -1.296 -0.024
C -3.823753 -2.972999 0.148169 0.900 -1.276 1.036 -0.003
C -2.603405 -2.323156 0.385886 0.318 0.978 0.938 -0.309
C -2.011922 -2.344696 1.679918 -1.946 -0.527 0.204 0.003
C -2.692762 -3.006931 2.725226 0.580 0.109 -1.318 -0.003
C -3.841860 -3.755576 2.443825 1.339 0.363 0.043 -0.369
O -4.423754 -4.524505 3.383174 -0.888 -0.744 0.733 0.046
O -2.002036 -1.539588 -0.559146 -1.581 -2.398 -1.596 -0.015
H -5.247613 -4.379483 0.990939 -0.032 -0.108 -0.019 0.111
H -4.270470 -3.034570 -0.833189 0.048 0.341 -0.103 0.103
H -1.146496 -1.726187 1.866677 0.135 -0.249 0.067 0.091
H -2.290927 -3.029886 3.727419 0.101 0.184 0.151 0.112
H -3.948139 -4.512141 4.216973 0.150 0.192 -0.054 0.103
H -1.516928 -0.783275 -0.221118 0.651 1.261 0.988 -0.025


2.
67
Properties=species:S:1:pos:R:3:forces:R:3:nbo_charge:R:1 method="wB97M-V/def2-TZVPD" lumo_ha=-0.01146 total_energy_ev=-52446.7639 e_above_lowest_kj_mol=2120.9 homo_lumo_gap_ev=6.29
C -6.845910 1.173892 1.097685 -3.087 -0.312 -5.308 -0.576
C -5.487994 0.770329 1.018654 3.819 -0.997 -1.272 -0.457
C -4.984429 0.716942 -0.357179 1.738 3.360 -4.346 -0.373
C -3.476713 0.382841 -0.655178 -4.516 -4.408 3.138 -0.222
N -2.699324 1.308678 -0.207971 9.388 9.483 9.022 -0.625
C -1.947812 2.431167 -0.832681 -3.693 -4.693 -2.975 0.660
O -2.036585 2.707432 -2.044283 -0.028 -0.614 2.570 -0.606
C -1.164140 3.218167 0.054388 3.345 2.692 2.257 -0.551
H -1.770360 4.023174 0.438236 -0.492 0.119 0.621 0.250
H -0.428944 3.794185 -0.571849 -0.412 -1.006 0.704 0.276
S -0.215120 2.504065 1.654743 -1.224 0.271 -3.650 0.167
C 0.686360 1.210322 0.683574 -4.409 6.916 -2.896 0.361
N 0.548981 1.449548 -0.738306 2.512 -2.604 7.328 -0.463
C 1.472660 0.539758 -1.160751 -1.764 -1.988 -5.539 0.171
C 1.478301 0.484791 -2.694773 -0.988 3.952 3.752 -0.155
C 2.391828 -0.205644 -3.356368 -3.035 0.399 6.244 -0.259
C 2.937041 -1.209817 -2.751290 7.561 -7.738 6.891 0.205
C 2.937780 -1.307748 -1.311500 -3.434 1.829 -0.734 -0.206
C 2.067648 -0.556156 -0.442875 1.265 3.844 -6.629 -0.195
C 2.094613 -0.500911 0.929865 1.529 -5.754 1.258 0.600
O 2.533975 -1.514198 1.517444 0.045 1.531 0.914 -0.637
N 1.380164 0.467565 1.506050 -0.585 -0.638 1.275 -0.436
C 0.950145 0.285477 2.974343 3.781 -0.510 -1.429 -0.288
C -0.418871 -0.011443 3.129153 -5.335 -5.681 -0.636 -0.050
C -1.115815 -1.466299 2.410632 0.413 7.315 3.575 -0.153
C -2.470941 -1.564497 2.574446 2.750 -5.602 -5.962 -0.263
C -3.313614 -0.830171 3.301570 -0.017 1.292 6.717 0.270
C -2.660349 0.048401 4.324397 1.086 -0.380 -5.845 -0.250
C -1.279897 0.616956 3.952182 -2.976 -2.179 1.805 -0.190
H -0.989428 1.425480 4.581118 0.370 0.785 0.252 0.203
H -3.267152 0.576477 4.990921 -0.563 0.714 1.123 0.206
O -4.537090 -1.473170 3.466438 -0.294 2.751 1.844 -0.496
C -5.362733 -0.758117 4.525491 -2.504 1.258 -10.892 -0.216
H -5.038027 -0.849290 5.375219 4.596 -0.604 8.951 0.156
H -5.514983 0.322473 4.184761 0.043 -1.555 0.606 0.186
H -6.241861 -1.334161 4.566729 -1.522 -0.318 -0.583 0.199
H -2.917885 -2.528345 1.923576 0.744 2.740 1.824 0.236
H -0.364460 -1.477565 1.708473 0.870 -2.402 -2.108 0.227
H 1.111822 1.234546 3.394044 0.728 1.240 0.958 0.223
H 1.741434 -0.468793 3.329507 -1.484 0.942 -0.310 0.295
H 3.345549 -1.977783 -0.665453 2.099 -2.652 0.603 0.227
N 3.990726 -2.135302 -3.293012 -9.181 2.330 -4.279 -0.459
C 3.861433 -2.313393 -4.861012 -3.565 8.218 4.425 -0.207
H 2.824988 -1.951235 -5.335593 2.237 -0.451 1.423 0.196
C 5.033689 -1.604427 -5.350971 -10.715 7.830 2.253 0.056
O 6.017559 -1.896948 -4.753553 11.459 -3.093 2.791 -0.478
C 6.065629 -1.807467 -3.406368 0.804 -7.881 0.878 -0.027
H 6.976278 -2.170848 -3.088085 2.849 -0.764 -0.014 0.161
C 4.996938 -2.879855 -2.739025 3.191 5.062 -0.710 -0.233
H 5.189662 -2.702358 -1.724134 -0.418 -0.294 1.677 0.215
H 5.134385 -3.856946 -3.059148 0.089 -1.895 -0.585 0.195
H 6.030703 -0.927368 -2.995499 -1.428 5.294 1.943 0.169
H 4.874646 -1.667747 -6.276724 1.008 -0.346 -8.249 0.172
H 4.743079 -0.299737 -5.063236 0.428 -2.764 -1.044 0.007
H 3.884092 -3.229283 -5.019181 0.503 -8.671 -1.560 0.164
H 2.448981 -0.073494 -4.243535 1.008 1.573 -11.084 0.200
H 0.948055 1.324934 -3.244241 0.433 -1.138 1.058 0.226
H -2.312468 1.344005 0.928330 -1.819 -0.427 -4.037 0.371
H -3.181559 -0.606275 -0.094669 -0.530 1.051 -1.867 0.173
H -3.149982 0.634661 -1.566430 -0.482 -1.670 -5.602 0.244
H -5.160243 1.704158 -0.987640 0.467 -1.082 1.567 0.177
H -5.483238 0.126666 -1.042717 -1.787 -2.145 -0.733 0.200
H -4.837961 1.410266 1.535234 0.886 1.506 1.009 0.197
H -5.039685 -0.174213 1.286092 -1.412 -1.149 1.435 0.221
H -7.080323 2.163496 0.572279 0.730 -1.084 0.916 0.212
H -7.490946 0.441395 0.467727 0.776 0.977 1.149 0.197
H -7.192065 1.173303 2.024542 -1.852 0.217 4.123 0.200